# 1
Entry from the Open Molecules 2025 dataset: a cluster of 3 separate species, C25H55F4N2O3PS in total (ωB97M-V/def2-TZVPD).

Geometry (Å):
C (4.289, -0.878, 1.507)
O (4.933, 0.200, 0.864)
C (4.042, 1.188, 0.391)
C (4.568, 1.881, -0.887)
C (5.765, 1.231, -1.603)
C (5.368, 0.275, -2.730)
C (4.670, -1.008, -2.257)
C (3.642, -1.541, -3.259)
C (2.389, -0.644, -3.353)
C (1.076, -1.320, -2.904)
C (0.661, -0.989, -1.451)
P (-0.786, 0.028, -0.918)
C (-0.412, 1.805, -1.477)
F (0.526, 2.229, -0.560)
F (-1.540, 2.555, -1.285)
C (0.207, 2.192, -2.835)
F (-0.005, 3.507, -3.083)
F (-0.356, 1.488, -3.852)
S (-2.496, -0.726, -2.093)
C (-3.173, 0.500, -3.177)
O (-2.020, -1.835, -2.895)
O (-3.489, -0.920, -1.053)
H (3.603, -1.399, 0.822)
H (5.064, -1.582, 1.821)
H (3.718, -0.551, 2.387)
H (3.050, 0.747, 0.216)
H (3.908, 1.944, 1.179)
H (4.841, 2.910, -0.629)
H (3.735, 1.962, -1.600)
H (6.400, 0.710, -0.883)
H (6.378, 2.032, -2.038)
H (6.268, 0.002, -3.298)
H (4.722, 0.813, -3.441)
H (5.425, -1.780, -2.058)
H (4.161, -0.819, -1.302)
H (3.345, -2.554, -2.969)
H (4.122, -1.624, -4.244)
H (2.580, 0.214, -2.693)
H (2.273, -0.239, -4.362)
H (1.227, -2.405, -2.943)
H (0.267, -1.124, -3.598)
H (0.419, -1.919, -0.919)
H (1.510, -0.557, -0.898)
H (1.278, 2.012, -2.822)
H (-2.829, 0.325, -4.194)
H (-4.254, 0.361, -3.108)
H (-2.919, 1.507, -2.864)
C (2.989, -4.724, 4.672)
C (3.916, -3.634, 5.189)
N (3.333, -2.306, 5.112)
C (4.294, -1.241, 5.329)
C (4.952, -1.112, 6.709)
C (2.042, -2.146, 5.761)
C (1.948, -2.470, 7.259)
H (2.664, -4.503, 3.654)
H (3.514, -5.680, 4.667)
H (2.103, -4.843, 5.296)
H (4.818, -3.617, 4.572)
H (4.246, -3.904, 6.205)
H (3.801, -0.295, 5.084)
H (5.082, -1.368, 4.581)
H (4.271, -0.703, 7.453)
H (5.807, -0.437, 6.643)
H (5.320, -2.072, 7.074)
H (1.319, -2.767, 5.229)
H (1.722, -1.115, 5.590)
H (2.465, -3.399, 7.503)
H (0.902, -2.595, 7.543)
H (2.364, -1.681, 7.883)
C (-8.998, 4.281, -2.564)
C (-8.927, 2.873, -1.993)
N (-8.075, 1.987, -2.767)
C (-8.214, 0.586, -2.405)
C (-7.772, 0.148, -1.004)
C (-6.718, 2.454, -2.984)
C (-5.861, 2.767, -1.750)
H (-9.311, 4.258, -3.609)
H (-9.723, 4.869, -2.000)
H (-8.041, 4.800, -2.504)
H (-9.929, 2.435, -2.009)
H (-8.637, 2.935, -0.932)
H (-7.669, -0.002, -3.150)
H (-9.270, 0.330, -2.534)
H (-6.688, 0.108, -0.904)
H (-8.152, -0.855, -0.799)
H (-8.163, 0.810, -0.230)
H (-6.762, 3.349, -3.609)
H (-6.218, 1.699, -3.598)
H (-6.413, 3.343, -1.006)
H (-4.995, 3.367, -2.043)
H (-5.485, 1.866, -1.265)

LUMO level: 0.6 eV
Spin multiplicity: 1
Net charge: 0
E: -66931.476 eV
HOMO-LUMO gap: 8.66 eV
HOMO: -8.11 eV

Atom charges from the Löwdin analysis, given in e for atoms 1 to 5: number 1, C, carries -0.11; number 2, O, carries -0.21; number 3, C, carries -0.23; number 4, C, carries -0.15; number 5, C, carries -0.20

# 2
Entry from the Open Molecules 2025 dataset: the molecule C20H28N4O2S (ωB97M-V/def2-TZVPD).

Geometry (Å):
C (-7.198, -1.241, -0.294)
O (-5.810, -1.291, -0.020)
C (-5.166, -0.110, -0.025)
O (-5.729, 0.950, -0.254)
C (-3.762, -0.244, 0.246)
S (-3.037, -1.819, 0.498)
C (-1.470, -1.079, 0.595)
N (-0.378, -1.801, 0.719)
C (0.797, -1.182, 0.787)
N (1.914, -1.982, 0.882)
C (2.982, -1.823, -0.087)
C (2.702, -2.630, -1.361)
C (2.508, -4.104, -1.023)
C (1.388, -4.244, 0.002)
C (1.698, -3.378, 1.223)
C (0.865, 0.229, 0.875)
C (-0.288, 0.983, 0.728)
C (-1.514, 0.331, 0.500)
C (-2.848, 0.797, 0.265)
N (-3.240, 2.096, 0.121)
C (-0.091, 2.458, 0.881)
C (1.097, 2.916, 0.011)
C (1.322, 4.420, 0.221)
C (0.730, 2.657, -1.462)
N (2.303, 2.214, 0.455)
C (3.352, 2.065, -0.523)
C (2.074, 1.033, 1.277)
H (-7.561, -2.262, -0.209)
H (-7.375, -0.854, -1.300)
H (-7.704, -0.591, 0.424)
H (3.092, -0.773, -0.350)
H (3.913, -2.171, 0.374)
H (3.532, -2.500, -2.059)
H (1.794, -2.243, -1.830)
H (2.269, -4.668, -1.927)
H (3.437, -4.507, -0.610)
H (1.278, -5.284, 0.312)
H (0.443, -3.910, -0.426)
H (0.876, -3.426, 1.937)
H (2.616, -3.731, 1.705)
H (-2.612, 2.723, -0.353)
H (-4.221, 2.184, -0.124)
H (-0.978, 3.029, 0.625)
H (0.143, 2.672, 1.928)
H (1.576, 4.612, 1.260)
H (0.427, 4.982, -0.034)
H (2.139, 4.774, -0.400)
H (1.488, 3.051, -2.134)
H (-0.211, 3.149, -1.696)
H (0.615, 1.591, -1.650)
H (3.134, 1.335, -1.318)
H (3.551, 3.029, -0.987)
H (4.262, 1.752, -0.009)
H (1.896, 1.382, 2.307)
H (2.980, 0.433, 1.307)

LUMO level: 0.5 eV
Spin multiplicity: 1
Energy above the lowest of the compared OMol25 structures with the same formula, charge and spin: 18.0 kcal per mole
Net charge: 0
E: -42086.360 eV
HOMO-LUMO gap: 8.08 eV
HOMO: -7.62 eV

Atom charges from the Löwdin analysis, given in e for atoms 1 to 5: number 1, C, carries -0.05; number 2, O, carries -0.08; number 3, C, carries -0.52; number 4, O, carries 0.07; number 5, C, carries -0.38